1.
A molecular structure, C8H34O9 in a non-equilibrium geometry. Source: the Open Molecules 2025 dataset; level of theory: wB97M-V/def2-TZVPD.

Properties
Relative energy (zero: lowest compared OMol25 entry of this formula, charge and spin) ... 535.5 kcal/mol
E ... -27251.4810 eV
Multiplicity ... 1
Strongest force on any atom ... 13.895 eV/Å
Frontier orbital gap ... 8.19 eV

Last column: Mulliken charge in e.
Geometry (Å):
C 8.445 -7.562 -4.771  -1.190
C 8.791 -7.643 -6.262  0.862
O 7.718 -8.480 -6.888  -0.776
H 7.553 -6.945 -4.659  0.401
H 9.265 -6.911 -4.465  0.320
H 8.529 -8.499 -4.220  0.197
H 9.749 -8.072 -6.554  -0.509
H 8.793 -6.608 -6.605  0.534
H 8.107 -9.351 -7.000  0.350
C 9.346 -12.668 -5.366  -0.945
C 8.407 -12.378 -4.164  -0.017
O 7.757 -11.113 -4.233  -0.653
H 10.077 -11.878 -5.540  0.649
H 8.685 -12.681 -6.233  0.286
H 9.865 -13.626 -5.369  0.431
H 8.913 -12.458 -3.202  0.314
H 7.494 -12.973 -4.152  0.511
H 6.840 -11.284 -4.006  0.520
C 9.210 -9.036 -8.393  -1.020
C 8.631 -10.401 -8.571  0.624
O 7.643 -10.385 -9.602  -0.681
H 8.475 -8.285 -8.681  0.731
H 10.132 -8.880 -8.954  -0.058
H 9.478 -8.802 -7.362  -0.055
H 8.380 -10.980 -7.682  -0.096
H 9.423 -10.975 -9.052  0.355
H 7.744 -9.457 -9.826  0.423
C 12.841 -8.411 -6.007  -1.314
C 11.577 -7.647 -5.674  -0.267
O 10.975 -8.330 -4.566  -0.849
H 13.562 -7.893 -6.639  0.383
H 12.546 -9.426 -6.276  0.140
H 13.518 -8.574 -5.169  0.377
H 10.861 -7.648 -6.496  0.360
H 11.624 -6.594 -5.397  0.531
H 11.060 -7.795 -3.774  0.428
O 7.883 -10.601 -6.348  -0.749
H 8.189 -10.985 -5.527  0.431
H 7.131 -10.064 -6.097  0.396
O 9.933 -9.626 -6.142  -0.267
H 9.807 -10.108 -5.325  -0.150
H 10.758 -9.157 -6.020  -0.799
O 9.885 -10.419 -4.264  -0.583
H 9.030 -10.830 -4.395  -0.538
H 9.704 -9.663 -3.704  0.467
O 11.921 -9.838 -3.792  -1.058
H 11.274 -10.525 -3.949  0.393
H 11.527 -9.048 -4.162  0.870
O 10.450 -11.380 -7.168  -1.023
H 10.183 -10.617 -6.656  1.095
H 10.143 -11.193 -8.055  0.218

***

2.
A molecular structure, C8H3AsF15N2O4PdS3. Source: the Open Molecules 2025 dataset; level of theory: wB97M-V/def2-TZVPD.

Properties
Relative energy (zero: lowest compared OMol25 entry of this formula, charge and spin) ... 7.5 kcal/mol
Charge ... -2
E ... -157108.5730 eV
Multiplicity ... 2
Strongest force on any atom ... 0.421 eV/Å
Frontier orbital gap (spin up / spin down) ... 7.26 / 7.32 eV

Last column: Mulliken charge in e.
Geometry (Å):
Pd -0.231 -0.252 -0.016  0.298
F -1.494 -5.020 -2.175  -0.231
C -0.327 -4.654 -2.741  0.577
F -0.634 -4.000 -3.875  -0.229
F 0.268 -5.814 -3.135  -0.327
C 0.555 -3.870 -1.821  -0.058
C 1.805 -4.363 -1.481  -0.014
C 2.633 -3.646 -0.637  -0.783
C 2.167 -2.434 -0.151  -0.480
N 0.969 -1.964 -0.459  -0.262
C 0.134 -2.633 -1.298  0.688
S -1.348 -1.810 -1.580  -0.580
H 2.133 -5.308 -1.892  0.444
H 3.626 -3.986 -0.385  0.384
H 2.777 -1.801 0.479  0.524
F -3.715 -0.813 5.459  -0.230
C -2.883 0.138 5.006  0.643
F -3.547 1.300 5.030  -0.240
F -1.862 0.224 5.862  -0.243
S -2.329 -0.272 3.293  0.997
O -3.540 -0.253 2.526  -0.611
O -1.611 -1.499 3.451  -0.617
N -1.352 0.939 3.045  -0.440
S -1.385 2.056 1.952  1.173
O -0.330 2.989 2.196  -0.629
O -1.541 1.542 0.601  -0.699
C -2.897 3.099 2.196  0.568
F -2.843 4.126 1.336  -0.228
F -2.904 3.597 3.434  -0.231
F -4.040 2.459 1.991  -0.188
F 4.104 0.042 0.194  -0.485
As 4.738 0.470 -1.378  2.019
F 3.384 1.522 -1.632  -0.495
F 3.861 -0.858 -2.083  -0.474
F 5.379 0.894 -2.941  -0.517
F 6.096 -0.590 -1.093  -0.515
F 5.643 1.780 -0.667  -0.511

***

3.
A molecular structure, C8H40HgO14V in a non-equilibrium geometry. Source: the Open Molecules 2025 dataset; level of theory: wB97M-V/def2-TZVPD.

Properties
E ... -67469.0698 eV
Multiplicity ... 4
Strongest force on any atom ... 3.143 eV/Å
Frontier orbital gap (spin up / spin down) ... 6.87 / 7.74 eV

Last column: Mulliken charge in e.
Geometry (Å):
Hg 1.667 1.406 -2.139  1.196
V 3.070 -0.641 0.532  0.587
C 1.029 1.485 2.460  -0.511
C 2.164 0.563 2.933  -0.419
O 2.061 -0.743 2.450  -0.823
H 1.084 2.472 2.938  0.507
H 0.002 1.184 2.696  0.118
H 1.054 1.662 1.381  0.038
H 2.160 0.557 4.031  0.344
H 3.061 1.116 2.579  0.268
C -1.739 1.691 -3.752  -0.948
C -0.814 0.479 -3.868  0.125
O 0.544 0.636 -3.883  -0.796
H -1.732 2.194 -2.786  0.137
H -2.782 1.356 -3.834  0.329
H -1.649 2.391 -4.587  0.318
H -1.103 -0.025 -4.804  0.355
H -1.298 -0.194 -3.126  -0.059
C 3.817 3.701 -0.616  -1.211
C 4.288 2.289 -0.269  -0.188
O 3.296 1.336 -0.460  -0.630
H 4.341 4.536 -0.145  0.386
H 2.741 3.751 -0.445  0.208
H 4.053 3.955 -1.658  0.278
H 4.619 2.371 0.779  0.253
H 5.215 2.072 -0.815  0.286
C -1.212 -0.415 0.096  -0.313
C 0.007 -1.232 -0.327  1.031
O 1.127 -0.482 -0.682  0.595
H -1.011 0.307 0.882  -0.436
H -1.939 -1.128 0.503  0.539
H -1.701 0.034 -0.774  -0.355
H -0.352 -1.897 -1.129  -0.135
H 0.226 -1.863 0.551  -0.717
O -0.164 2.569 -1.072  -0.428
H 0.108 3.475 -0.888  0.260
H -1.104 2.549 -0.848  0.147
O -4.600 1.175 -0.330  -0.630
H -5.394 1.289 -0.862  0.279
H -4.055 0.556 -0.831  0.319
O -0.535 -4.508 1.924  -0.643
H 0.255 -4.881 2.327  0.278
H -0.386 -3.552 1.939  0.344
O -1.423 -4.490 -2.470  -0.648
H -1.165 -4.213 -1.584  0.336
H -1.085 -3.797 -3.048  0.323
O -2.622 2.891 0.843  -0.612
H -3.482 2.482 0.681  0.305
H -2.232 2.364 1.551  0.341
O -3.160 -3.167 2.902  -0.662
H -3.308 -2.646 3.695  0.286
H -2.467 -2.694 2.430  0.369
O -0.657 -1.753 3.130  -0.642
H 0.298 -1.566 3.065  0.226
H -1.073 -1.083 2.574  0.213
O 1.666 -2.197 -3.262  -0.608
H 1.771 -3.154 -3.233  0.288
H 1.677 -1.916 -2.333  0.205
O -2.971 0.246 2.458  -0.512
H -3.533 0.386 3.227  0.240
H -3.518 0.508 1.706  0.267
O 3.020 -2.895 0.636  -0.499
H 3.670 -3.604 0.579  0.268
H 2.179 -3.301 0.385  0.233

***

4.
A molecular structure, C8H44Hg2O16 in a non-equilibrium geometry. Source: the Open Molecules 2025 dataset; level of theory: wB97M-V/def2-TZVPD.

Properties
E ... -50114.3438 eV
Multiplicity ... 1
Strongest force on any atom ... 3.035 eV/Å
Frontier orbital gap ... 6.79 eV

Last column: Mulliken charge in e.
Geometry (Å):
Hg -0.095 0.212 0.055  2.277
Hg 2.858 -1.304 -1.712  1.606
C 2.358 2.814 -2.384  -1.281
C 2.478 2.099 -1.011  -0.355
O 2.048 0.801 -0.887  -0.377
H 1.657 2.433 -3.127  0.093
H 3.302 2.970 -2.904  0.356
H 1.932 3.803 -2.215  0.354
H 1.941 2.710 -0.285  0.048
H 3.493 2.205 -0.626  0.403
C -1.162 -3.761 -0.432  -1.181
C -0.246 -2.849 -1.304  -0.326
O 0.668 -1.961 -0.599  -0.376
H -1.726 -4.460 -1.050  0.411
H -1.861 -3.208 0.195  0.033
H -0.515 -4.369 0.201  0.513
H -0.912 -2.197 -1.870  0.026
H 0.342 -3.603 -1.826  0.325
C 0.595 0.167 -4.760  -0.217
C 1.178 -1.220 -4.788  -0.383
O 2.312 -1.390 -3.989  -0.823
H 0.345 0.527 -3.762  -0.508
H -0.362 0.252 -5.275  0.441
H 1.314 0.842 -5.225  0.276
H 1.263 -1.551 -5.823  0.341
H 0.416 -1.911 -4.426  0.125
C -0.359 -0.555 4.576  -1.606
C 0.362 -0.967 3.296  -0.223
O 0.360 0.030 2.365  -0.416
H -0.582 -1.390 5.240  0.385
H -1.353 -0.163 4.360  0.232
H 0.244 0.193 5.092  0.375
H -0.151 -1.880 2.994  0.071
H 1.378 -1.232 3.587  0.285
O -1.676 0.535 -1.873  -0.289
H -2.400 1.112 -1.630  0.102
H -1.579 0.657 -2.818  0.241
O 1.999 -3.689 1.210  -0.751
H 1.228 -3.516 0.670  0.202
H 2.314 -2.822 1.464  0.268
O -2.319 -0.400 0.624  -0.144
H -3.196 -0.126 0.356  0.083
H -2.435 -0.744 1.509  0.076
O 4.170 -1.658 0.283  -0.569
H 4.237 -1.114 1.067  0.342
H 5.077 -1.840 0.039  0.287
O -3.244 -1.932 2.815  -0.637
H -2.712 -2.684 3.074  0.309
H -3.951 -2.307 2.289  0.271
O 0.459 4.605 1.069  -0.515
H -0.234 5.265 1.057  0.221
H 1.219 5.062 1.431  0.223
O -3.718 2.050 -0.838  -0.585
H -3.639 2.877 -1.313  0.260
H -4.651 1.974 -0.640  0.221
O 1.743 2.929 3.345  -0.675
H 2.319 3.216 2.636  0.304
H 1.492 2.037 3.104  0.227
O -2.280 1.783 3.011  -0.685
H -1.497 1.233 2.974  0.188
H -2.931 1.244 3.459  0.310
O -0.833 2.359 0.197  -0.234
H -1.665 2.806 0.047  0.116
H -0.356 2.934 0.795  0.173
O -4.601 -2.048 -2.621  -0.626
H -3.953 -2.066 -1.917  0.305
H -5.320 -1.520 -2.271  0.303
O 3.450 0.529 2.138  -0.841
H 3.405 0.966 1.287  0.302
H 2.561 0.209 2.290  0.310